1.
ORCA calculation (ωB97M-V with the def2-TZVPD basis set) on a molecular structure, C25H29BrClN6O5PtSi.

Last column: Mulliken spin population.
Atoms and positions in Å:
Pt1 -0.091 -0.373 -0.190  1.78
O1 -3.669 0.110 4.512  0.00
C1 -3.044 1.266 4.339  0.00
O2 -3.158 2.182 5.103  0.00
C2 -2.205 1.419 3.101  0.01
C3 -1.541 2.586 2.752  0.00
Cl1 -1.465 4.084 3.523  0.00
N1 -0.866 2.371 1.600  -0.03
N2 -1.073 1.110 1.181  0.20
C4 -1.848 0.523 2.076  0.01
C5 -2.212 -0.903 1.784  -0.01
O3 -2.961 -1.516 2.517  0.03
O4 -1.673 -1.408 0.710  0.17
C6 -0.101 3.286 0.803  0.02
C7 1.214 2.968 0.504  -0.01
C8 1.946 3.827 -0.302  0.01
C9 1.373 5.000 -0.777  0.00
C10 0.063 5.317 -0.442  0.00
C11 -0.685 4.456 0.347  0.00
H1 -3.482 -0.536 3.792  0.00
H2 1.658 2.071 0.916  -0.01
H3 2.977 3.592 -0.535  0.00
H4 1.953 5.679 -1.388  0.00
H5 -0.382 6.238 -0.796  0.00
H6 -1.710 4.691 0.606  0.00
C12 3.842 -0.289 -1.413  0.00
C13 2.804 0.459 -2.183  0.02
C14 3.149 1.170 -3.372  0.26
C15 2.190 1.875 -4.075  -0.07
C16 0.880 1.861 -3.633  0.25
C17 0.583 1.120 -2.461  0.00
N3 1.570 0.474 -1.752  0.18
N4 -0.605 0.941 -1.923  0.59
Si1 -2.248 1.293 -2.590  -0.02
C18 -3.458 0.711 -1.325  0.01
C19 -2.371 3.111 -2.909  0.02
C20 -2.357 0.261 -4.130  0.03
H7 4.424 0.407 -0.804  0.00
H8 4.534 -0.787 -2.092  0.00
H9 3.381 -1.016 -0.751  0.00
H10 4.174 1.145 -3.715  0.00
H11 2.462 2.425 -4.966  0.00
H12 0.098 2.398 -4.150  0.01
H13 -3.578 1.426 -0.508  0.00
H14 -3.155 -0.245 -0.891  0.00
H15 -4.435 0.573 -1.795  0.00
H16 -1.992 3.674 -2.055  0.00
H17 -3.418 3.386 -3.060  0.00
H18 -1.817 3.422 -3.796  0.00
H19 -2.120 -0.781 -3.895  0.00
H20 -1.675 0.597 -4.913  0.00
H21 -3.373 0.294 -4.529  0.00
N5 0.039 -2.179 -1.469  0.05
C21 -0.539 -3.048 -1.971  0.02
N6 -1.242 -4.023 -2.466  0.01
C22 -1.066 -4.527 -3.837  0.00
C23 -2.425 -4.545 -4.512  0.00
O5 -3.358 -5.276 -3.744  0.00
C24 -3.564 -4.696 -2.469  0.00
C25 -2.281 -4.697 -1.664  0.00
H22 -0.657 -5.538 -3.782  0.00
H23 -0.364 -3.887 -4.369  0.00
H24 -2.356 -5.036 -5.480  0.00
H25 -2.781 -3.516 -4.660  0.00
H26 -4.321 -5.294 -1.965  0.00
H27 -3.938 -3.669 -2.578  0.00
H28 -1.955 -5.720 -1.471  0.00
H29 -2.396 -4.174 -0.716  0.00
Br1 1.668 -0.614 1.528  0.48

Computed properties:
- highest occupied orbital energy (spin up / spin down) (eV) = -11.54 / -12.19
- multiplicity = 5
- total charge = +1
- M (g/mol) = 832.07

=====

2.
ORCA calculation (ωB97M-V with the def2-TZVPD basis set) on a molecular structure, C25H29ClIIrN8O3S.

Last column: Löwdin charge in e.
Atoms and positions in Å:
Ir1 0.982 0.511 -0.463  1.42
Cl1 -2.045 6.303 1.765  0.76
C1 -0.901 5.090 1.314  -0.59
C2 0.438 5.325 1.463  -0.14
C3 1.393 4.357 1.081  -0.64
I1 3.421 4.718 1.327  1.00
C4 0.991 3.161 0.548  -0.40
O1 1.839 2.202 0.146  -0.35
C5 -0.392 2.896 0.453  -0.13
N1 -0.737 1.646 -0.025  -0.02
C6 -2.015 1.355 -0.185  -0.09
C7 -3.034 2.271 0.113  -0.01
C8 -2.716 3.504 0.607  0.02
C9 -1.362 3.853 0.799  -0.16
H1 0.770 6.267 1.878  0.11
H2 -2.273 0.368 -0.533  0.10
H3 -4.063 1.978 -0.043  0.12
H4 -3.488 4.221 0.851  0.11
N2 2.058 -2.894 -0.629  0.21
C10 3.450 -2.679 -0.116  -0.25
C11 3.415 -2.202 1.339  -0.07
C12 3.235 -0.692 1.563  -0.28
N3 1.847 -0.157 1.346  -0.02
C13 4.241 0.082 0.729  -0.10
C14 4.143 -0.252 -0.752  -0.31
N4 2.941 0.461 -1.260  -0.04
C15 4.233 -1.752 -1.042  -0.07
H5 1.475 -3.350 0.083  0.11
H6 2.038 -3.482 -1.462  0.18
H7 1.566 -2.012 -0.837  0.09
H8 3.893 -3.673 -0.152  0.16
H9 4.377 -2.450 1.788  0.15
H10 2.659 -2.769 1.888  0.13
H11 3.465 -0.518 2.615  0.16
H12 1.758 0.683 1.917  0.12
H13 1.157 -0.835 1.686  0.07
H14 5.250 -0.148 1.080  0.15
H15 4.092 1.156 0.875  0.11
H16 5.014 0.189 -1.243  0.16
H17 2.881 0.403 -2.274  0.12
H18 3.101 1.451 -1.035  0.09
H19 5.289 -2.002 -0.934  0.14
H20 3.977 -1.973 -2.083  0.13
N5 -6.195 -0.833 1.875  0.15
C16 -4.955 -1.264 1.537  -0.30
C17 -3.824 -0.806 2.245  -0.01
C18 -2.564 -1.199 1.871  -0.07
C19 -2.405 -2.071 0.786  -0.34
C20 -3.513 -2.541 0.078  -0.05
C21 -4.774 -2.147 0.458  0.00
S1 -0.827 -2.423 0.224  0.65
O2 -0.798 -3.568 -0.638  -0.26
O3 0.109 -2.430 1.340  -0.34
N6 -0.304 -1.116 -0.653  -0.27
C22 -0.770 -0.832 -1.906  -0.52
N7 0.002 0.160 -2.403  -0.01
C23 -0.271 0.608 -3.637  -0.07
C24 -1.292 0.048 -4.367  -0.02
C25 -2.063 -0.932 -3.736  -0.06
N8 -1.822 -1.371 -2.504  0.17
H21 -6.337 -0.319 2.726  0.11
H22 -7.006 -1.256 1.461  0.11
H23 -3.959 -0.147 3.094  0.12
H24 -1.698 -0.853 2.420  0.12
H25 -3.370 -3.211 -0.758  0.12
H26 -5.641 -2.523 -0.071  0.12
H27 0.342 1.413 -4.021  0.13
H28 -1.503 0.374 -5.374  0.12
H29 -2.921 -1.370 -4.235  0.13

Computed properties:
- highest occupied orbital energy (eV) = -12.81
- total charge = +2
- ΔE to the lowest compared entry with this formula, charge and spin (eV) = 0.000
- M (g/mol) = 876.20

=====

3.
ORCA calculation (ωB97M-V with the def2-TZVPD basis set) on a molecular structure, C25H29EuF6N4O2S.

Last column: Mulliken spin population.
Atoms and positions in Å:
Eu1 -0.706 -0.477 -0.146  6.94
O1 0.057 -1.339 1.738  0.02
C1 -0.612 -1.351 2.839  0.01
C2 -0.065 -0.822 4.037  -0.01
C3 -0.738 -0.860 5.239  0.00
C4 -2.013 -1.425 5.332  0.00
C5 -2.580 -1.932 4.175  0.00
C6 -1.919 -1.909 2.946  0.00
C7 -2.612 -2.434 1.758  -0.02
N1 -2.569 -1.960 0.536  0.02
C8 -3.433 -2.723 -0.218  0.00
C9 -4.009 -3.678 0.556  0.00
N2 -3.481 -3.477 1.823  0.00
H1 0.924 -0.383 3.968  0.00
H2 -0.272 -0.438 6.125  0.00
H3 -2.554 -1.442 6.271  0.00
H4 -3.591 -2.331 4.215  0.00
H5 -3.548 -2.549 -1.275  0.00
H6 -4.704 -4.471 0.335  0.00
H7 -3.646 -4.035 2.640  0.00
C10 -2.767 3.353 1.083  0.00
C11 -2.052 2.340 0.191  0.00
O2 -1.282 1.446 0.845  -0.01
C12 -3.149 1.558 -0.591  0.01
F1 -2.583 0.752 -1.522  0.01
F2 -3.822 0.770 0.256  0.00
F3 -4.107 2.272 -1.223  0.00
C13 -1.167 3.104 -0.836  0.00
F4 -0.472 4.092 -0.228  0.00
F5 -1.866 3.700 -1.828  0.00
F6 -0.271 2.311 -1.404  0.00
H8 -3.444 2.809 1.743  0.00
H9 -3.334 4.099 0.518  0.00
H10 -2.018 3.853 1.692  0.00
S1 -0.431 -2.354 -2.195  0.00
C14 -0.811 -1.315 -3.562  0.00
C15 -0.340 0.008 -3.643  0.01
C16 -0.686 0.851 -4.692  0.00
C17 -1.505 0.405 -5.722  0.00
C18 -1.969 -0.908 -5.677  0.00
C19 -1.632 -1.747 -4.622  0.01
H11 0.314 0.372 -2.865  0.00
H12 -0.318 1.873 -4.696  0.00
H13 -1.780 1.063 -6.539  0.00
H14 -2.608 -1.280 -6.473  0.00
H15 -2.007 -2.765 -4.592  0.00
C20 5.809 1.155 -0.707  0.00
C21 5.292 -0.117 -0.035  0.00
N3 3.909 -0.060 0.409  0.00
C22 3.642 0.304 1.791  0.00
C23 3.650 1.806 2.076  0.00
C24 2.850 -0.167 -0.483  0.00
C25 3.108 -0.860 -1.796  0.00
N4 1.670 0.250 -0.234  0.01
H16 6.826 1.010 -1.085  0.00
H17 5.818 1.996 -0.011  0.00
H18 5.171 1.429 -1.549  0.00
H19 5.894 -0.337 0.848  0.00
H20 5.420 -0.959 -0.714  0.00
H21 4.398 -0.192 2.405  0.00
H22 2.683 -0.133 2.067  0.00
H23 4.660 2.221 2.010  0.00
H24 3.269 2.004 3.082  0.00
H25 3.017 2.345 1.367  0.00
H26 3.760 -1.727 -1.684  0.00
H27 3.567 -0.174 -2.516  0.00
H28 2.149 -1.194 -2.187  0.00
H29 1.618 0.776 0.633  0.01

Computed properties:
- highest occupied orbital energy (spin up / spin down) (eV) = -2.27 / -3.92
- multiplicity = 8
- total charge = -1
- ΔE to the lowest compared entry with this formula, charge and spin (eV) = 0.000
- M (g/mol) = 715.55

=====

4.
ORCA calculation (ωB97M-V with the def2-TZVPD basis set) on a molecular structure, C25H29IrN2O10Se.

Last column: Mulliken spin population.
Atoms and positions in Å:
Ir1 0.749 0.958 -0.198  0.49
N1 -0.384 0.674 1.512  -0.01
C1 -1.492 -0.252 1.185  0.01
C2 -2.056 0.208 -0.147  0.01
O1 -3.241 0.109 -0.421  0.05
N2 -1.099 0.787 -0.913  0.15
C3 -1.509 1.828 -1.836  0.00
C4 -0.652 3.056 -1.550  0.01
O2 -0.877 4.123 -2.081  0.00
O3 0.298 2.873 -0.661  0.00
H1 0.227 0.277 2.222  0.00
H2 -0.737 1.545 1.903  -0.01
H3 -2.276 -0.237 1.940  0.00
H4 -1.080 -1.256 1.104  0.00
H5 -2.556 2.086 -1.675  0.00
H6 -1.367 1.524 -2.869  0.01
C5 1.427 1.493 -4.831  0.00
C6 1.649 0.342 -3.857  0.00
C7 2.269 -0.861 -4.560  0.00
O4 0.382 0.012 -3.338  0.01
C8 2.631 0.839 -2.770  0.00
O5 3.798 0.996 -3.084  0.00
O6 2.213 1.089 -1.563  0.03
H7 0.744 1.169 -5.618  0.00
H8 2.373 1.803 -5.272  0.00
H9 0.984 2.349 -4.317  0.00
H10 1.615 -1.175 -5.377  0.00
H11 2.375 -1.693 -3.860  0.00
H12 3.253 -0.609 -4.949  0.00
H13 0.481 -0.705 -2.685  0.00
C9 -0.200 2.038 6.801  0.00
C10 0.497 2.017 5.467  0.01
C11 0.186 2.941 4.477  0.00
C12 0.821 2.942 3.239  0.02
C13 0.439 3.980 2.220  0.00
C14 1.800 1.968 2.967  0.02
Se1 2.619 1.925 1.220  0.18
C15 2.141 1.040 3.965  -0.02
C16 3.208 -0.006 3.773  0.00
C17 1.482 1.081 5.193  0.00
H14 -0.993 2.786 6.819  0.00
H15 0.500 2.272 7.606  0.00
H16 -0.646 1.068 7.031  0.00
H17 -0.576 3.689 4.672  0.00
H18 -0.343 4.631 2.613  0.00
H19 0.103 3.535 1.282  0.01
H20 1.304 4.588 1.949  0.00
H21 3.476 -0.096 2.723  0.00
H22 2.874 -0.976 4.149  0.00
H23 4.113 0.263 4.324  0.00
H24 1.751 0.352 5.953  0.00
O7 0.944 -1.970 -1.645  0.01
C18 1.332 -1.958 -0.483  0.00
O8 1.295 -0.953 0.332  0.03
C19 1.866 -3.224 0.132  0.00
C20 1.742 -4.408 -0.581  0.00
C21 2.207 -5.622 -0.070  0.00
C22 2.788 -5.581 1.173  0.00
O9 3.362 -6.609 1.883  0.00
C23 3.552 -6.066 3.187  0.00
O10 3.590 -4.653 3.062  0.00
C24 2.918 -4.400 1.883  0.00
C25 2.472 -3.202 1.395  0.00
H25 1.275 -4.366 -1.555  0.00
H26 2.119 -6.547 -0.622  0.00
H27 4.494 -6.422 3.595  0.00
H28 2.702 -6.353 3.820  0.00
H29 2.584 -2.276 1.937  0.00

Computed properties:
- highest occupied orbital energy (spin up / spin down) (eV) = -5.36 / -5.28
- multiplicity = 2
- total charge = -1
- ΔE to the lowest compared entry with this formula, charge and spin (eV) = 0.000
- M (g/mol) = 788.69

=====

5.
ORCA calculation (ωB97M-V with the def2-TZVPD basis set) on a molecular structure, C25H29MoN3O4SSi.

Last column: Löwdin charge in e.
Atoms and positions in Å:
Mo1 -0.882 0.005 -1.116  1.34
C1 -1.029 -0.352 0.842  -0.27
Si1 0.919 -0.125 1.371  0.68
C2 1.379 1.229 0.125  -0.21
N1 1.136 0.786 -1.302  -0.32
C3 2.177 -0.274 -1.671  -0.20
C4 2.469 -0.264 -3.155  -0.18
C5 3.186 1.038 -3.546  -0.16
C6 2.671 2.209 -2.688  -0.15
C7 1.237 1.961 -2.267  -0.17
C8 1.705 -1.767 1.211  -0.30
C9 3.007 -1.910 1.706  -0.08
C10 3.647 -3.139 1.665  -0.04
C11 2.991 -4.245 1.138  -0.04
C12 1.695 -4.122 0.654  -0.05
C13 1.056 -2.891 0.692  -0.13
C14 0.932 0.562 3.046  -0.27
C15 0.822 1.938 3.285  -0.08
C16 0.856 2.423 4.582  -0.05
C17 0.986 1.539 5.647  -0.03
C18 1.087 0.172 5.423  -0.04
C19 1.054 -0.320 4.127  -0.07
H1 -1.513 0.554 1.240  0.06
H2 -1.421 -1.228 1.360  0.05
H3 2.408 1.579 0.239  0.11
H4 0.731 2.087 0.321  0.09
H5 1.833 -1.238 -1.319  0.06
H6 3.081 -0.034 -1.111  0.14
H7 1.543 -0.396 -3.722  0.09
H8 3.087 -1.133 -3.378  0.13
H9 3.035 1.246 -4.606  0.12
H10 4.259 0.918 -3.398  0.12
H11 2.695 3.147 -3.240  0.13
H12 3.302 2.363 -1.808  0.12
H13 0.638 1.722 -3.142  0.12
H14 0.783 2.816 -1.780  0.12
H15 3.530 -1.059 2.135  0.12
H16 4.654 -3.235 2.049  0.12
H17 3.488 -5.207 1.115  0.12
H18 1.181 -4.988 0.256  0.12
H19 0.039 -2.825 0.322  0.05
H20 0.728 2.644 2.466  0.10
H21 0.782 3.488 4.764  0.12
H22 1.012 1.921 6.660  0.12
H23 1.194 -0.510 6.256  0.12
H24 1.142 -1.388 3.957  0.11
C20 -3.940 -2.454 -0.809  0.02
C21 -4.074 -0.999 -1.070  -0.29
N2 -3.092 -0.115 -1.206  -0.01
C22 -3.672 1.105 -1.481  -0.13
C23 -5.016 0.976 -1.495  -0.03
N3 -5.238 -0.351 -1.244  0.22
C24 -6.191 1.878 -1.693  -0.45
O1 -5.955 3.171 -1.834  0.19
O2 -7.281 1.391 -1.621  0.18
C25 -2.754 2.203 -1.735  -0.43
O3 -2.994 3.340 -1.959  0.21
O4 -1.459 1.708 -1.663  -0.24
H25 -3.254 -2.632 0.018  0.08
H26 -3.550 -2.960 -1.694  0.09
H27 -4.903 -2.896 -0.563  0.10
H28 -6.174 -0.741 -1.215  0.20
H29 -5.006 3.394 -1.834  0.10
S1 -0.757 -1.717 -2.306  0.44

Computed properties:
- highest occupied orbital energy (eV) = -14.74
- total charge = +2
- ΔE to the lowest compared entry with this formula, charge and spin (eV) = 0.000
- M (g/mol) = 591.62

=====

6.
ORCA calculation (ωB97M-V with the def2-TZVPD basis set) on 2 unconnected molecules or ions with the total composition C25H29N3O2.

Last column: Löwdin charge in e.
Atoms and positions in Å:
C1 1.153 -1.686 -3.462  -0.08
C2 1.733 -0.414 -3.039  -0.35
C3 1.145 0.889 -3.352  -0.06
N1 3.090 -0.417 -2.829  -0.43
O1 3.710 0.681 -2.767  -0.05
O2 3.655 -1.534 -2.646  -0.07
H1 0.078 -1.567 -3.645  0.08
H2 1.610 -2.057 -4.398  0.10
H3 1.294 -2.461 -2.701  0.06
H4 0.073 0.779 -3.552  0.08
H5 1.263 1.594 -2.517  0.07
H6 1.608 1.338 -4.249  0.09
C4 5.575 1.986 0.581  0.00
N2 4.193 1.553 0.535  -0.07
C5 3.783 0.308 0.178  0.05
C6 2.363 0.251 0.196  -0.14
C7 1.567 -0.814 -0.229  0.06
C8 0.265 -1.093 0.300  -0.19
C9 -0.264 -0.552 1.512  0.01
C10 -1.604 -0.664 1.849  -0.14
C11 -2.490 -1.358 0.971  -0.09
N3 -3.837 -1.348 1.187  -0.08
C12 -4.409 -0.882 2.432  -0.17
C13 -3.635 0.290 3.005  -0.17
C14 -2.142 -0.025 3.094  -0.14
C15 -4.727 -2.192 0.416  -0.16
C16 -4.281 -2.303 -1.030  -0.17
C17 -2.839 -2.790 -1.094  -0.15
C18 -1.944 -2.045 -0.154  -0.14
C19 -0.588 -1.990 -0.396  0.03
C20 1.918 1.590 0.603  -0.11
C21 0.685 2.224 0.638  -0.03
C22 0.631 3.588 0.978  -0.08
C23 1.802 4.324 1.216  -0.08
C24 3.064 3.713 1.122  -0.01
C25 3.087 2.359 0.828  -0.16
H7 5.598 3.063 0.765  0.08
H8 6.126 1.470 1.379  0.10
H9 6.067 1.766 -0.375  0.11
H10 4.481 -0.489 -0.064  0.15
H11 2.045 -1.596 -0.820  0.11
H12 0.404 -0.032 2.202  0.13
H13 -5.449 -0.598 2.229  0.12
H14 -4.438 -1.708 3.167  0.14
H15 -3.787 1.173 2.374  0.12
H16 -4.031 0.524 3.996  0.11
H17 -1.968 -0.693 3.954  0.13
H18 -1.584 0.896 3.300  0.12
H19 -4.772 -3.200 0.867  0.14
H20 -5.733 -1.759 0.482  0.12
H21 -4.937 -2.996 -1.559  0.11
H22 -4.363 -1.326 -1.519  0.12
H23 -2.799 -3.864 -0.859  0.13
H24 -2.457 -2.677 -2.115  0.12
H25 -0.157 -2.605 -1.189  0.11
H26 -0.217 1.656 0.418  0.11
H27 -0.341 4.080 1.053  0.10
H28 1.735 5.383 1.464  0.10
H29 3.994 4.259 1.266  0.10

Computed properties:
- highest occupied orbital energy (eV) = -6.29
- ΔE to the lowest compared entry with this formula, charge and spin (eV) = 5.483
- M (g/mol) = 403.53

=====

- M of number 4 (C25H29IrN2O10Se)?
  788.69 g/mol

=====

- Which formula does entry 2 have?
  C25H29ClIIrN8O3S